No. 1
{
  "formula": "CH10O3S2",
  "method": "ωB97M-V/def2-TZVPD",
  "homo_lumo_gap_ev": 8.9,
  "homo_ev": -8.50,
  "relative_energy_kcal_mol": 19.4,
  "smiles": "CSS.O.O.O",
  "multiplicity": 1,
  "elements": ["C", "S", "S", "H", "H", "H", "H", "H", "H", "O", "H", "H", "O", "H", "H", "O"],
  "coordinates": [[-1.971549, -0.457235, 1.235732], [-0.904909, 1.033955, 1.171249], [-0.265296, 1.364995, -0.751888], [-2.679864, -0.252856, 2.043598], [-1.389914, -1.307675, 1.584647], [-2.558725, -0.646916, 0.345799], [-1.350492, 1.276518, -1.528509], [-0.789114, -1.428764, -3.108992], [-1.165945, -2.711492, -2.252655], [-1.304631, -1.785511, -2.387366], [3.115452, -0.908195, -1.502032], [1.997473, -0.461206, -0.648253], [2.724818, -0.081341, -1.119842], [2.527979, -0.539852, 2.026676], [1.378998, -1.494961, 2.214791], [2.319630, -1.450202, 2.100266]],
  "forces_ev_per_angstrom": [[0.2835, 0.1875, 0.7451], [-0.8771, 0.1287, 0.0850], [0.7493, -0.4449, -0.2503], [0.0420, 0.2003, -0.0897], [-0.0102, -0.2233, -0.5060], [0.3051, -0.0127, -0.2749], [-0.5074, 0.1474, 0.3272], [0.3122, -0.4518, -0.1491], [0.4585, -0.6595, -0.3575], [-0.7874, 1.1054, 0.5413], [-0.1535, 1.2437, 0.3721], [-0.9775, -0.0313, 0.6396], [1.1993, -1.2339, -1.0121], [0.2930, 1.4180, -0.1342], [-0.6731, 0.0705, 0.1160], [0.3433, -1.4441, -0.0525]]
}


No. 2
{
  "formula": "C2H7BrN2",
  "method": "ωB97M-V/def2-TZVPD",
  "homo_lumo_gap_ev": 9.8,
  "homo_ev": -9.17,
  "relative_energy_kcal_mol": 6.4,
  "multiplicity": 1,
  "elements": ["C", "C", "N", "N", "Br", "H", "H", "H", "H", "H", "H", "H"],
  "coordinates": [[-1.787069, -0.521033, -0.769447], [2.100107, -0.218436, 0.923054], [-1.157090, 0.193926, 0.297131], [1.923273, 0.304141, -0.187026], [2.827558, 1.942614, -0.375426], [-2.782327, -0.804176, -0.419991], [-1.800126, 0.010055, -1.697684], [-1.268556, -1.390551, -1.057108], [-0.396852, 0.712985, 0.049134], [1.635671, -1.170931, 0.924717], [2.662978, 0.095068, 1.726446], [-1.957568, 0.846338, 0.586201]],
  "forces_ev_per_angstrom": [[-0.3051, -0.1801, -0.3084], [-0.8523, -1.5838, -0.9027], [-4.4331, 0.0671, 2.4158], [0.1943, 1.2456, -1.3425], [0.0777, 0.4098, -0.1302], [0.0352, -0.0342, -0.4445], [-0.6629, 0.7854, -0.7231], [0.7817, -1.4994, 0.1374], [2.3066, 1.6495, -1.0274], [-0.5720, -1.0216, 0.6931], [1.2357, 0.9628, 1.6737], [2.1941, -0.8011, -0.0412]]
}


No. 3
{
  "formula": "C12H45N3O9",
  "method": "ωB97M-V/def2-TZVPD",
  "homo_lumo_gap_ev": [8.6, 2.4],
  "homo_ev": [-11.25, -11.25],
  "total_charge": 1,
  "relative_energy_kcal_mol": 8.6,
  "multiplicity": 2,
  "elements": ["O", "H", "H", "O", "H", "H", "O", "H", "H", "O", "H", "H", "O", "H", "H", "O", "H", "H", "C", "C", "C", "O", "C", "N", "H", "H", "H", "H", "H", "H", "H", "H", "H", "H", "H", "C", "C", "C", "O", "C", "N", "H", "H", "H", "H", "H", "H", "H", "H", "H", "H", "H", "C", "C", "C", "O", "C", "N", "H", "H", "H", "H", "H", "H", "H", "H", "H", "H", "H"],
  "coordinates": [[-1.592140, -1.007787, -3.879434], [-0.913770, -1.682927, -3.863844], [-1.534150, -0.629527, -4.756804], [-1.968920, -0.796207, -0.908274], [-1.716200, -0.983357, -1.812344], [-1.554140, 0.043863, -0.712144], [-0.518070, -3.320407, -3.550914], [0.236830, -3.865197, -3.773534], [-0.714500, -3.542817, -2.640864], [-2.991640, -2.043097, 1.284026], [-3.944100, -2.137057, 1.298376], [-2.819770, -1.452507, 0.550606], [-3.913890, 0.626653, -4.114094], [-3.546650, 1.457323, -3.811844], [-3.271190, -0.030877, -3.847934], [-0.192090, -4.131957, -0.181624], [-0.613080, -4.760877, 0.404426], [-0.613410, -3.296527, 0.020296], [-3.091150, 2.187783, 4.953686], [-3.104120, 1.663923, 3.542496], [-2.210240, 2.425713, 2.593366], [-2.038630, 1.786073, 1.323276], [-3.028370, 2.028613, 0.386326], [-2.644010, 0.299133, 3.683366], [-3.301880, 3.254293, 4.874666], [-2.126200, 2.129063, 5.457196], [-3.802840, 1.723443, 5.636316], [-4.138840, 1.698723, 3.201556], [-1.190210, 2.302963, 2.957466], [-2.520990, 3.467843, 2.519176], [-2.974760, 1.482503, -0.555484], [-2.960780, 3.108713, 0.256276], [-4.014630, 1.737633, 0.747866], [-2.633280, -0.197787, 2.804126], [-3.282590, -0.156177, 4.319766], [0.434950, 2.003713, -3.631324], [0.940200, 1.299633, -2.411644], [2.251290, 1.915973, -1.713794], [3.443190, 2.078333, -2.507844], [4.095770, 0.908573, -2.720644], [-0.182310, 1.264063, -1.423874], [0.001840, 2.971083, -3.376954], [-0.345300, 1.361823, -4.040324], [1.274170, 2.089823, -4.321534], [1.195440, 0.287953, -2.727024], [2.439710, 1.179953, -0.932214], [1.999570, 2.778443, -1.096644], [3.386920, 0.266753, -3.243804], [4.408520, 0.378293, -1.821154], [5.027780, 1.024653, -3.273794], [0.114320, 1.394033, -0.467204], [-0.917170, 1.939133, -1.579964], [1.345630, -0.924077, 1.224616], [2.474090, -1.915917, 1.418506], [3.518950, -1.409737, 2.424566], [4.264390, -0.229797, 1.887066], [5.393670, -0.648627, 1.190556], [1.848680, -3.157067, 1.891346], [0.618720, -1.286867, 0.497916], [1.743980, 0.056553, 0.964286], [0.903740, -0.804927, 2.213876], [2.881970, -1.975167, 0.409436], [4.234210, -2.182577, 2.706026], [3.043920, -1.150137, 3.370646], [5.730690, 0.341373, 0.883286], [5.263870, -1.292997, 0.321046], [6.028210, -1.244037, 1.847026], [1.358000, -3.671757, 1.174116], [1.022790, -3.035637, 2.459906]],
  "forces_ev_per_angstrom": [[-0.1342, 1.2149, 0.2524], [0.3136, -1.1142, 0.0103], [-0.1973, 0.1249, -0.3672], [0.0462, -0.1372, 0.2222], [-0.1785, -0.1205, -0.6806], [-0.0007, -0.0026, 0.3014], [0.2368, 0.0795, -0.1238], [0.2227, -0.2058, -0.1261], [-0.1239, -0.3025, 0.5063], [0.0724, -0.1941, 0.4980], [-0.2635, -0.1503, 0.1034], [0.1510, 0.1096, -0.4722], [-0.1613, 0.1971, -0.1343], [-0.0796, 0.2789, 0.0176], [0.0831, -0.4232, 0.1945], [0.2536, 0.0406, -0.5206], [-0.2390, -0.2871, 0.1242], [-0.3621, 0.3335, 0.2150], [0.2420, 1.8134, 0.2169], [-0.1948, -1.0472, 0.5360], [0.9128, -0.8346, 0.3197], [0.8302, -1.2147, -0.1871], [-1.1498, 1.0984, 0.3773], [0.3020, -0.3488, -0.4878], [-0.3447, 0.2162, 0.4880], [0.2272, -0.2737, -0.3672], [-0.2226, -0.0647, -0.3772], [-0.3185, 0.2006, -0.3213], [-0.0182, 0.6196, 0.5139], [0.0847, 0.1415, -0.2890], [0.7457, -0.0702, 0.0213], [-0.7880, 0.2348, -0.7811], [-0.2549, 0.2429, 0.1854], [-0.1298, -0.2910, -0.0627], [0.1151, -0.4068, -0.0440], [0.0890, -0.1450, -0.1155], [-2.1177, 0.5404, 0.2480], [1.5571, -0.7078, 1.2727], [-3.3218, 2.1075, 1.5304], [0.9826, -2.2674, -0.3676], [3.1505, 1.1347, -0.9229], [0.2274, 0.1378, -0.2053], [0.0200, 0.1622, -0.3675], [-0.3064, 0.2335, -0.2424], [0.3598, -0.4400, 0.4476], [0.4023, -0.3955, -0.0109], [0.1275, 0.7289, -1.0333], [0.2801, -0.6273, -0.4489], [-0.3274, 0.1076, 0.5258], [-0.4166, 0.4737, -0.3894], [0.0121, -0.7745, 0.8489], [-0.4648, 0.0868, -0.5127], [0.2907, 0.8373, 0.8602], [-1.1773, 0.2088, 0.0978], [0.5341, 0.8554, -0.6796], [-2.5268, -2.1469, 1.0778], [0.3284, 0.6407, 0.0342], [0.4170, -0.9986, -0.1537], [-0.0448, 0.0895, 0.0233], [-0.0403, 0.2792, -0.2824], [-0.5779, 0.1637, -0.1251], [0.6339, -0.9176, 0.1492], [0.0863, -0.1812, -0.3637], [-0.1684, 0.4823, -0.1363], [1.2391, -0.4626, -0.2311], [-0.6620, 0.0054, -0.3560], [0.6202, 0.4751, 0.0929], [0.8332, -0.1306, -0.9457], [0.2828, 0.9876, 0.9196]]
}


Question: The highest multiplicity belongs to which entry?
Answer: C12H45N3O9


Question: Which value of multiplicity does entry 3 give?
Answer: 2


Question: Which of these has the highest multiplicity?
Answer: C12H45N3O9


Question: Which value of multiplicity does entry 2 give?
Answer: 1